P | Entry from the Open Molecules 2025 dataset: an isolated molecule of C4H5Cl (the ωB97M-V functional and the def2-TZVPD basis).

XYZ file:
```
10
C4H5Cl | the Open Molecules 2025 dataset | the ωB97M-V functional and the def2-TZVPD basis
Cl -1.614 -1.533 1.766
C 0.180 -0.393 -0.218
H 2.113 1.722 0.845
H 0.404 -0.426 -1.324
H -1.975 -0.814 -0.230
C 0.663 0.770 0.146
H 1.248 2.211 -0.875
C 1.251 1.941 0.296
H -1.192 -2.173 -0.453
C -1.079 -1.305 0.047
```

Summary:
molecular weight	88.54	g mol⁻¹

Atomic partial charges in e from the natural (NBO) method, atoms 1 to 2:
1. Cl -0.08
2. C -0.40


Q | Entry from the Open Molecules 2025 dataset: an isolated molecule of C4H5Cl (the ωB97M-V functional and the def2-TZVPD basis).

XYZ file:
```
10
C4H5Cl | the Open Molecules 2025 dataset | the ωB97M-V functional and the def2-TZVPD basis
C 0.426 0.126 -0.474
C 0.088 -1.169 -0.032
H -1.372 1.153 0.110
H -0.564 -3.180 0.584
H -0.261 1.183 1.242
C -0.227 -2.240 0.397
C -0.382 1.209 0.162
Cl 2.189 0.504 -0.225
H -0.136 2.197 -0.171
H 0.238 0.216 -1.592
```

Summary:
molecular weight	88.54	g mol⁻¹

Atomic partial charges in e from the natural (NBO) method, atoms 1 to 2:
1. C -0.26
2. C -0.02


Relative energies, unit kJ/mol: P 204.3; Q 0.0


P | Entry from the Open Molecules 2025 dataset: an isolated molecule of C2H4N2OS (the ωB97M-V functional and the def2-TZVPD basis).

XYZ file:
```
10
C2H4N2OS | the Open Molecules 2025 dataset | the ωB97M-V functional and the def2-TZVPD basis
C 1.199 -1.080 0.028
H -1.236 1.368 0.061
S 0.055 1.402 0.072
C -1.165 -1.000 0.098
O -2.253 -0.372 -0.231
H 3.259 -0.568 0.100
H -1.015 -2.044 0.671
N 2.168 -0.221 -0.229
H 1.150 -2.122 0.176
N -0.055 -0.296 0.078
```

Summary:
molecular weight	104.13	g mol⁻¹

Atomic partial charges in e from the natural (NBO) method, atoms 1 to 2:
1. C 0.26
2. H 0.14


Q | Entry from the Open Molecules 2025 dataset: a structure of composition C2H4N2OS (the ωB97M-V functional and the def2-TZVPD basis).

XYZ file:
```
10
C2H4N2OS | the Open Molecules 2025 dataset | the ωB97M-V functional and the def2-TZVPD basis
H 4.012 -0.863 -0.079
N -1.193 -1.352 0.039
S 0.188 -0.517 0.122
H 3.686 0.723 0.312
C -2.196 -0.496 -0.118
H -2.283 1.800 -0.016
O 3.341 -0.117 -0.086
N -0.541 0.979 0.131
H -3.210 -0.981 -0.297
C -1.804 0.824 -0.010
```

Summary:
molecular weight	104.13	g mol⁻¹

Atomic partial charges in e from the natural (NBO) method, atoms 1 to 2:
1. H 0.49
2. N -0.60


R | Entry from the Open Molecules 2025 dataset: an isolated molecule of C2H4N2OS (the ωB97M-V functional and the def2-TZVPD basis).

XYZ file:
```
10
C2H4N2OS | the Open Molecules 2025 dataset | the ωB97M-V functional and the def2-TZVPD basis
S -0.917 -2.024 -0.087
H 2.548 0.553 -0.363
N -1.720 0.500 0.099
N 0.525 0.266 -0.186
H -1.531 1.383 0.561
O 2.141 -1.349 0.238
C 1.816 -0.242 -0.081
H 0.470 1.241 -0.422
H -2.646 0.065 0.268
C -0.686 -0.392 -0.028
```

Summary:
molecular weight	104.13	g mol⁻¹

Atomic partial charges in e from the natural (NBO) method, atoms 1 to 2:
1. S -0.12
2. H 0.11


Relative energies, unit kJ/mol: P 285.6; Q 103.5; R 0.0


P | Entry from the Open Molecules 2025 dataset: a cluster of 5 separate species, C2H15NO5 in total (the ωB97M-V functional and the def2-TZVPD basis).

XYZ file:
```
23
C2H15NO5 | the Open Molecules 2025 dataset | the ωB97M-V functional and the def2-TZVPD basis
O -2.998 -2.651 -2.167
H 2.463 0.839 0.694
C 1.522 1.122 1.110
H -0.722 3.224 -1.639
C 1.475 0.097 2.276
H 2.698 -1.266 1.601
N 0.418 0.800 0.166
H 0.409 0.236 2.666
H -2.096 -2.604 -1.726
H -2.633 0.039 1.103
O 0.063 2.592 -1.733
H 0.383 2.387 -0.890
H -2.287 -1.524 1.289
O 1.756 -1.236 1.918
H 0.181 -0.489 -3.453
H 0.498 0.084 -0.482
H 0.392 0.022 -2.001
H 2.189 0.384 3.029
O 0.609 -0.733 -2.569
H -3.398 -3.539 -2.256
H 1.475 2.205 1.337
O -1.944 -0.556 1.043
H -0.454 0.567 0.683
```

Summary:
molecular weight	133.14	g mol⁻¹

Atomic partial charges in e from the natural (NBO) method, atoms 1 to 2:
1. O -0.98
2. H 0.18


Q | Entry from the Open Molecules 2025 dataset: a cluster of 6 separate species, C2H15NO5 in total (the ωB97M-V functional and the def2-TZVPD basis).

XYZ file:
```
23
C2H15NO5 | the Open Molecules 2025 dataset | the ωB97M-V functional and the def2-TZVPD basis
O -1.729 0.538 0.288
H 1.642 0.240 1.353
H -1.093 -0.854 1.996
O 1.795 0.513 -1.964
C 0.725 -0.233 1.004
H 0.054 0.621 0.533
H 0.322 -1.807 2.515
O -1.499 -1.809 -0.123
N 0.993 -1.114 0.000
H 1.624 -0.708 -0.725
H -2.210 -2.445 -0.240
H 0.616 2.930 -0.300
C -0.031 -0.829 2.204
H 0.084 -1.525 -0.373
H 2.617 0.121 -2.296
H 0.105 -0.132 3.031
H 0.085 0.698 -2.179
O -0.832 0.701 -2.501
H -1.390 0.843 -1.729
O 1.038 2.102 -0.060
H 1.487 1.726 -0.854
H -2.597 0.942 0.457
H -1.806 -0.519 -0.037
```

Summary:
molecular weight	133.14	g mol⁻¹

Atomic partial charges in e from the natural (NBO) method, atoms 1 to 2:
1. O -1.01
2. H 0.25


Relative energies, unit kJ/mol: P 0.0; Q 479.9


P | Entry from the Open Molecules 2025 dataset: an isolated molecule of S2 (the ωB97M-V functional and the def2-TZVPD basis).

XYZ file:
```
2
S2 | the Open Molecules 2025 dataset | the ωB97M-V functional and the def2-TZVPD basis
S 0.000 0.000 1.002
S 0.000 0.000 -1.002
```

Summary:
molecular weight	64.13	g mol⁻¹

Listed below, in e, are the natural (NBO) charges computed for each atom:
1. S 0.00
2. S 0.00


Q | Entry from the Open Molecules 2025 dataset: an isolated molecule of S2 (the ωB97M-V functional and the def2-TZVPD basis).

XYZ file:
```
2
S2 | the Open Molecules 2025 dataset | the ωB97M-V functional and the def2-TZVPD basis
S -0.265 -0.085 1.036
S 0.265 0.085 -1.036
```

Summary:
molecular weight	64.13	g mol⁻¹

Listed below, in e, are the natural (NBO) charges computed for each atom:
1. S 0.00
2. S 0.00


Relative energies, unit kJ/mol: P 0.0; Q 56.7


P | Entry from the Open Molecules 2025 dataset: a cluster of 2 separate species, C2H10NO in total (the ωB97M-V functional and the def2-TZVPD basis).

XYZ file:
```
14
C2H10NO | the Open Molecules 2025 dataset | the ωB97M-V functional and the def2-TZVPD basis
C -0.598 -1.252 0.695
H 0.262 -1.765 -1.106
H -0.467 0.925 1.083
C -0.882 0.000 1.501
O 1.606 2.157 -1.653
H 1.827 3.086 -1.514
H 1.396 2.234 -2.587
H -0.202 -0.141 -1.083
H -1.573 -1.664 0.392
N 0.184 -0.920 -0.549
H -0.472 -0.012 2.509
H -0.290 -2.206 1.124
H -1.945 0.231 1.528
H 1.153 -0.673 -0.340
```

Summary:
charge	+1
molecular weight	64.11	g mol⁻¹

Atomic partial charges in e from the natural (NBO) method, atoms 1 to 2:
1. C -0.25
2. H 0.44


Q | Entry from the Open Molecules 2025 dataset: a cluster of 2 separate species, C2H10NO in total (the ωB97M-V functional and the def2-TZVPD basis).

XYZ file:
```
14
C2H10NO | the Open Molecules 2025 dataset | the ωB97M-V functional and the def2-TZVPD basis
H 1.195 -1.266 -1.752
H 1.073 0.732 0.713
H 0.498 -0.168 2.028
H -1.394 2.651 0.839
C 0.439 -1.268 0.239
H -1.519 2.632 -0.661
O -1.041 2.192 0.062
N 0.422 0.019 1.020
H -0.380 -1.838 0.654
H 0.074 0.056 -1.511
C 0.288 -0.989 -1.243
H 1.410 -1.694 0.398
H -0.503 0.441 0.892
H -0.561 -1.500 -1.678
```

Summary:
charge	+1
molecular weight	64.11	g mol⁻¹

Atomic partial charges in e from the natural (NBO) method, atoms 1 to 2:
1. H 0.24
2. H 0.45


Relative energies, unit kJ/mol: P 49.6; Q 0.0


P | Entry from the Open Molecules 2025 dataset: a cluster of 2 separate species, C2H10NO in total (the ωB97M-V functional and the def2-TZVPD basis).

XYZ file:
```
14
C2H10NO | the Open Molecules 2025 dataset | the ωB97M-V functional and the def2-TZVPD basis
H -2.008 2.231 -1.185
H -1.883 0.371 -1.650
N -1.389 0.863 0.392
C -1.510 1.253 -1.093
H 1.146 0.155 -0.117
H 2.326 -1.382 1.673
H 1.773 -2.570 0.415
H -2.211 0.245 0.502
H 2.797 -1.213 -0.215
C 2.041 -1.461 0.517
O 0.881 -0.751 0.135
H -0.491 0.372 0.611
H -1.577 1.635 1.053
H -0.389 1.383 -1.441
```

Summary:
charge	+1
molecular weight	64.11	g mol⁻¹

Atomic partial charges in e from the natural (NBO) method, atoms 1 to 2:
1. H 0.25
2. H 0.25


Q | Entry from the Open Molecules 2025 dataset: a cluster of 2 separate species, C2H10NO in total (the ωB97M-V functional and the def2-TZVPD basis).

XYZ file:
```
14
C2H10NO | the Open Molecules 2025 dataset | the ωB97M-V functional and the def2-TZVPD basis
H 1.197 -0.465 0.335
H 1.147 1.315 0.556
H -2.885 -0.824 0.935
O -0.458 0.463 -0.461
H 1.478 1.333 -2.051
C 1.877 0.628 -1.298
H -0.735 0.722 -1.345
H -2.158 -0.690 2.428
H -1.181 -0.612 1.028
H 2.906 0.951 -1.177
N -2.034 -1.004 1.459
H 1.830 -0.298 -1.880
C 0.900 0.486 -0.111
H -1.885 -2.005 1.583
```

Summary:
charge	+1
molecular weight	64.11	g mol⁻¹

Atomic partial charges in e from the natural (NBO) method, atoms 1 to 2:
1. H 0.17
2. H 0.18


R | Entry from the Open Molecules 2025 dataset: a cluster of 2 separate species, C2H10NO in total (the ωB97M-V functional and the def2-TZVPD basis).

XYZ file:
```
14
C2H10NO | the Open Molecules 2025 dataset | the ωB97M-V functional and the def2-TZVPD basis
H 2.794 1.504 -1.235
O 1.294 0.661 -0.196
H -2.716 -0.430 1.313
H 3.206 0.265 0.091
H -2.001 0.662 -0.093
N -1.054 -1.282 0.127
C 2.638 1.041 -0.219
H 0.697 1.250 -0.617
H -1.002 -1.666 1.124
H -1.256 -1.992 -0.520
C -2.219 -0.310 0.234
H -0.149 -0.872 -0.134
H 2.825 1.801 0.538
H -3.057 -0.633 -0.413
```

Summary:
charge	+1
molecular weight	64.11	g mol⁻¹

Atomic partial charges in e from the natural (NBO) method, atoms 1 to 2:
1. H 0.18
2. O -0.78


S | Entry from the Open Molecules 2025 dataset: a cluster of 2 separate species, C2H10NO in total (the ωB97M-V functional and the def2-TZVPD basis).

XYZ file:
```
14
C2H10NO | the Open Molecules 2025 dataset | the ωB97M-V functional and the def2-TZVPD basis
H 0.979 -1.675 0.690
H -3.153 0.768 -0.234
H 2.840 0.535 -0.024
N 1.058 -0.924 0.002
H -1.671 0.910 0.630
H -2.511 -0.882 -1.292
H 1.402 0.980 1.190
H 1.540 -1.186 -0.867
H 0.207 -0.432 -0.277
C 2.016 0.165 0.709
H 2.647 -0.399 1.467
O -1.729 -0.423 -0.950
H -1.588 1.716 -0.723
C -2.036 0.848 -0.320
```

Summary:
charge	+1
molecular weight	64.11	g mol⁻¹

Atomic partial charges in e from the natural (NBO) method, atoms 1 to 2:
1. H 0.45
2. H 0.21


Relative energies, unit kJ/mol: P 65.0; Q 0.0; R 71.8; S 83.6


P | Entry from the Open Molecules 2025 dataset: a structure of composition C24H25N3O3Ti (the ωB97M-V functional and the def2-TZVPD basis).

XYZ file:
```
56
C24H25N3O3Ti | the Open Molecules 2025 dataset | the ωB97M-V functional and the def2-TZVPD basis
C -0.558 0.407 6.004
H -1.330 -1.196 -7.185
H 2.100 -3.757 5.768
H 0.603 -1.481 -4.107
H -1.656 2.577 2.976
C -0.505 0.053 -2.492
O 1.547 1.276 1.160
C -1.603 1.399 -5.966
H -2.302 1.102 -3.008
C -1.330 0.491 -4.806
H -2.897 -1.226 -6.349
C -1.321 1.561 6.239
C -0.230 0.080 4.661
N 1.153 1.187 -1.147
H -2.132 -1.284 -2.721
N 0.831 -1.331 3.025
H 0.512 0.086 -2.882
C -0.037 0.443 -1.112
C -0.061 -0.469 7.027
H -0.587 -2.768 -4.315
H 1.085 2.331 -2.899
C -1.269 0.998 -3.365
H -0.668 -2.045 -1.940
O -0.408 -0.056 0.001
H -2.310 3.236 5.326
C -1.014 -1.354 -2.719
H 1.056 -2.238 7.527
C 1.531 -2.446 2.678
C 1.985 -3.332 3.651
C -1.376 2.000 3.862
C 1.819 1.618 -0.034
H -0.292 -0.214 8.066
H -2.631 1.275 -6.349
C 1.741 -3.085 4.995
H -0.934 1.137 -6.809
C -1.205 -0.833 -5.049
C 1.806 1.730 -2.344
H 2.191 0.930 -2.980
H 3.885 2.138 -2.051
Ti 0.156 0.170 1.845
H 2.794 3.589 -2.043
N -0.632 0.884 3.616
H 1.685 -2.574 1.608
H -0.860 2.011 -3.345
C -1.722 2.339 5.168
O 2.793 2.423 -0.280
H 2.537 -4.213 3.337
H -1.585 1.814 7.263
C -0.481 -1.713 -4.058
C 2.910 2.541 -1.754
H -1.440 2.463 -5.749
C 0.687 -1.588 6.729
C 0.551 -1.083 4.352
C -1.825 -1.481 -6.245
C 1.011 -1.948 5.375
H -1.771 -2.576 -6.159
```

Summary:
⟨S²⟩	2.008
charge	+2
2S+1	3
molecular weight	451.35	g mol⁻¹

Atomic partial charges in e from the natural (NBO) method, atoms 1 to 2:
1. C -0.07
2. H 0.24


Q | Entry from the Open Molecules 2025 dataset: a structure of composition C24H25N3O3Ti (the ωB97M-V functional and the def2-TZVPD basis).

XYZ file:
```
56
C24H25N3O3Ti | the Open Molecules 2025 dataset | the ωB97M-V functional and the def2-TZVPD basis
H -1.011 -4.053 -3.689
N -1.648 -3.260 -1.395
C -0.912 4.378 1.672
H 1.835 -7.478 -5.968
H 0.533 -2.578 -5.433
C -2.252 -4.574 -1.627
C 0.055 3.915 2.534
C -2.733 3.144 -1.393
C 0.180 1.821 1.306
C 1.587 0.023 1.973
O -0.300 -1.450 -1.836
C 0.890 -7.379 -5.405
H 0.418 -5.928 -3.001
H -1.336 5.377 1.795
C 0.643 2.613 2.385
H -4.166 -4.735 -0.626
O -2.822 -3.566 0.457
H -0.836 -3.255 -6.788
H 2.837 0.346 3.686
N -1.229 1.469 -0.605
H 0.196 -4.644 -8.334
C -1.382 3.597 0.563
C -0.762 -4.008 -5.998
C -2.349 3.999 -0.373
H 0.088 -1.197 -4.259
C 0.641 -5.348 -3.904
C -0.008 -2.263 -4.523
H -2.789 4.988 -0.284
H -1.694 -4.113 -5.411
C 0.477 -5.443 -7.643
C -2.045 -2.773 -0.187
H -2.450 1.143 -2.259
C 0.083 -5.092 -6.234
H 1.903 -1.003 1.773
C 0.506 -5.928 -5.151
C 2.088 0.787 3.029
N 0.660 0.538 1.111
O -1.694 -1.637 0.293
C -0.809 -2.567 -2.270
H 1.029 -7.923 -4.457
H -1.466 -5.330 -1.674
H -2.842 -4.592 -2.542
H -0.014 -6.366 -7.981
C -0.566 -3.066 -3.558
H 1.563 -5.570 -7.723
H 1.295 -4.462 -3.793
H -2.858 -5.645 0.142
Ti -0.463 -0.339 -0.336
H 0.104 -7.900 -5.976
H 0.411 4.545 3.354
C 1.631 2.079 3.232
H -3.479 3.444 -2.130
C -0.818 2.311 0.408
H 2.014 2.686 4.050
C -3.099 -4.736 -0.409
C -2.181 1.872 -1.493
```

Summary:
⟨S²⟩	2.045
charge	+2
2S+1	3
molecular weight	451.35	g mol⁻¹

Atomic partial charges in e from the natural (NBO) method, atoms 1 to 2:
1. H 0.27
2. N -0.42


Relative energies, unit kJ/mol: P 0.0; Q 403.4


P | Entry from the Open Molecules 2025 dataset: the ion C2H3O3S with charge -1 (the ωB97M-V functional and the def2-TZVPD basis).

XYZ file:
```
9
C2H3O3S | the Open Molecules 2025 dataset | the ωB97M-V functional and the def2-TZVPD basis
O 1.669 -1.425 -0.082
H -1.351 -1.380 0.403
C -0.495 0.501 -0.186
H 1.495 0.442 1.422
C -1.445 -0.434 -0.133
O 2.189 1.009 -0.535
H -0.776 1.513 -0.549
O -2.631 -0.197 -0.373
S 1.345 -0.030 0.034
```

Summary:
charge	-1
molecular weight	107.11	g mol⁻¹

Atomic partial charges in e from the natural (NBO) method, atoms 1 to 2:
1. O -0.95
2. H 0.10


Q | Entry from the Open Molecules 2025 dataset: a cluster of 2 separate species, C2H3O3S in total (the ωB97M-V functional and the def2-TZVPD basis).

XYZ file:
```
9
C2H3O3S | the Open Molecules 2025 dataset | the ωB97M-V functional and the def2-TZVPD basis
S -1.395 -0.235 0.085
H -1.411 0.105 -1.317
O -2.404 0.636 0.653
H 0.350 1.150 1.670
O 2.469 -0.477 0.504
C 1.275 -0.600 0.200
H 0.979 -1.386 -0.543
C 0.186 0.122 0.591
O -1.702 -1.654 0.055
```

Summary:
charge	-1
molecular weight	107.11	g mol⁻¹

Atomic partial charges in e from the natural (NBO) method, atoms 1 to 2:
1. S 2.02
2. H -0.10


Relative energies, unit kJ/mol: P 0.0; Q 36.8